H3OPS2 | ωB97M-V/def2-TZVPD

```
7
Properties=species:S:1:pos:R:3:nbo_charge:R:1
O -0.842 1.321 0.191 -0.982
P -0.119 0.044 -0.460 1.196
S -0.868 -1.672 -0.003 -0.581
S 1.837 -0.076 0.249 -0.296
H -1.243 1.113 1.042 0.515
H -0.132 0.521 -1.756 -0.042
H 1.367 -1.252 0.735 0.190
```

Values from the calculation:
Net charge = 0
Energy relative to the best compared isomer or geometry (same formula, charge and spin) = 3.8 kcal per mole
Largest force on an atom = 1.10 eV Å⁻¹
Multiplicity = 1
LUMO level = 0.61 eV



H3PS2 | ωB97M-V/def2-TZVPD

```
6
Properties=species:S:1:pos:R:3:nbo_charge:R:1
S -2.329 0.584 -0.114 -0.552
P -0.508 -0.109 0.300 0.684
S 1.076 1.129 0.004 -0.294
H -0.200 -0.920 -0.740 -0.055
H -0.228 -0.992 1.393 0.007
H 0.339 2.034 -0.824 0.208
```

Values from the calculation:
Net charge = 0
Energy relative to the best compared isomer or geometry (same formula, charge and spin) = 12.1 kcal per mole
Largest force on an atom = 2.69 eV Å⁻¹
Multiplicity = 1
LUMO level = 0.26 eV



H3PS2 | ωB97M-V/def2-TZVPD

```
6
Properties=species:S:1:pos:R:3:nbo_charge:R:1
P -1.797 -1.039 1.704 0.407
S -3.333 -2.215 1.608 -0.330
H -2.413 0.296 2.107 -0.077
S 2.909 0.617 -1.411 -0.258
H 2.526 0.774 -2.693 0.143
H 2.108 1.566 -1.315 0.116
```

Values from the calculation:
Net charge = 0
Energy relative to the best compared isomer or geometry (same formula, charge and spin) = 36.0 kcal per mole
Largest force on an atom = 3.51 eV Å⁻¹
Multiplicity = 1
LUMO level = -1.58 eV



H3PS4 | ωB97M-V/def2-TZVPD

```
8
Properties=species:S:1:pos:R:3:nbo_charge:R:1
P 1.838 -0.108 0.253 0.767
S 1.152 -1.814 0.776 -0.337
S -3.179 -1.015 0.042 -0.317
S 2.774 0.275 -1.496 -0.205
S 1.592 1.551 1.209 -0.432
H -3.220 -0.469 1.300 0.165
H 2.530 1.633 -1.243 0.207
H -3.487 -0.054 -0.841 0.153
```

Values from the calculation:
Net charge = 0
Energy relative to the best compared isomer or geometry (same formula, charge and spin) = 19.1 kcal per mole
Largest force on an atom = 2.16 eV Å⁻¹
Multiplicity = 1
LUMO level = -1.03 eV



H40O20 | ωB97M-V/def2-TZVPD

```
60
Properties=species:S:1:pos:R:3:nbo_charge:R:1
O 24.913 -24.493 9.372 -0.975
H 25.200 -24.812 10.227 0.476
H 25.016 -23.543 9.424 0.511
O 18.722 -24.080 8.205 -0.962
H 19.525 -23.678 8.535 0.486
H 18.205 -24.263 8.990 0.489
O 24.895 -21.723 7.309 -0.987
H 24.092 -21.203 7.294 0.499
H 25.130 -21.829 6.387 0.480
O 26.723 -20.329 8.772 -0.981
H 26.681 -19.549 8.218 0.479
H 26.524 -21.054 8.181 0.504
O 21.291 -22.414 9.178 -0.985
H 22.068 -21.877 9.027 0.501
H 21.380 -22.717 10.082 0.493
O 23.184 -23.514 15.352 -0.934
H 23.447 -23.353 14.446 0.471
H 23.514 -24.391 15.546 0.461
O 18.498 -24.106 5.545 -0.962
H 18.116 -24.983 5.593 0.462
H 18.739 -23.900 6.448 0.484
O 22.791 -20.037 7.604 -0.983
H 22.357 -19.345 8.103 0.516
H 22.628 -19.811 6.688 0.481
O 22.901 -22.732 12.175 -1.010
H 22.939 -23.683 12.081 0.509
H 23.577 -22.405 11.581 0.484
O 22.064 -17.831 9.717 -0.993
H 21.611 -18.066 10.527 0.513
H 21.486 -17.195 9.295 0.479
O 22.814 -26.084 8.391 -0.969
H 22.066 -25.509 8.233 0.470
H 23.535 -25.488 8.596 0.484
O 25.024 -21.664 10.624 -0.990
H 25.389 -21.881 11.482 0.474
H 25.611 -20.993 10.276 0.520
O 22.813 -25.340 12.025 -0.974
H 23.629 -25.756 11.747 0.468
H 22.162 -26.041 11.991 0.514
O 19.926 -19.026 11.135 -0.981
H 19.862 -19.495 10.303 0.486
H 19.837 -19.706 11.802 0.495
O 18.902 -20.853 8.574 -0.969
H 19.523 -21.557 8.762 0.482
H 18.485 -21.114 7.754 0.478
O 25.003 -24.733 6.530 -0.949
H 25.139 -25.651 6.763 0.470
H 24.781 -24.305 7.357 0.476
O 19.361 -20.412 13.827 -0.974
H 19.322 -19.545 14.231 0.463
H 20.277 -20.514 13.567 0.488
O 21.939 -20.561 13.331 -0.972
H 22.378 -21.335 12.976 0.502
H 22.490 -19.827 13.058 0.476
O 20.887 -27.320 11.912 -0.944
H 21.081 -28.136 12.374 0.484
H 20.946 -27.550 10.984 0.487
O 25.032 -17.598 10.448 -0.950
H 25.561 -18.342 10.161 0.460
H 24.240 -17.645 9.912 0.486
```

Values from the calculation:
Net charge = 0
Energy relative to the best compared isomer or geometry (same formula, charge and spin) = 40.6 kcal per mole
Largest force on an atom = 1.18 eV Å⁻¹
Multiplicity = 1
LUMO level = -0.42 eV



H40O20 | ωB97M-V/def2-TZVPD

```
60
Properties=species:S:1:pos:R:3:nbo_charge:R:1
O 4.752 -2.290 -1.555 -0.963
H 5.581 -2.112 -1.113 0.487
H 3.967 -1.933 -1.144 0.476
O -0.527 4.645 0.939 -0.949
H -0.382 4.876 1.865 0.474
H -1.353 5.108 0.751 0.476
O -3.228 -1.163 2.491 -0.981
H -2.353 -0.837 2.287 0.497
H -3.769 -0.649 3.087 0.498
O 4.586 -0.922 2.144 -0.941
H 3.638 -0.807 2.226 0.464
H 5.045 -0.395 2.799 0.486
O 0.110 0.076 4.612 -0.960
H 0.364 1.006 4.512 0.498
H 0.504 -0.395 3.876 0.454
O -3.140 1.909 2.494 -0.968
H -3.428 1.507 1.671 0.489
H -3.849 2.237 3.038 0.480
O -1.309 -1.796 -1.659 -0.954
H -1.843 -2.610 -1.693 0.481
H -0.472 -2.288 -1.636 0.474
O 3.016 3.036 -3.682 -0.969
H 2.122 2.939 -3.338 0.464
H 3.193 2.114 -3.966 0.485
O -2.103 -3.191 -4.762 -0.930
H -1.348 -3.127 -5.358 0.457
H -1.764 -3.713 -4.026 0.472
O 1.802 4.348 3.127 -0.951
H 1.647 4.747 2.266 0.479
H 2.680 4.634 3.398 0.491
O 3.035 1.683 1.602 -0.952
H 3.099 1.978 0.686 0.490
H 3.382 0.787 1.638 0.451
O 0.196 5.033 -2.404 -0.938
H 0.046 5.133 -1.456 0.470
H 0.270 5.947 -2.701 0.467
O -0.305 2.886 3.979 -1.018
H 0.521 3.397 3.928 0.511
H -1.028 3.041 3.372 0.495
O 3.470 4.020 -0.165 -0.938
H 2.631 4.500 -0.176 0.466
H 4.063 4.744 -0.387 0.474
O -4.569 -3.650 -2.319 -0.945
H -4.188 -3.534 -1.440 0.484
H -5.127 -2.876 -2.403 0.459
O -0.811 -5.479 0.717 -0.965
H -0.901 -5.334 1.659 0.491
H -0.542 -4.693 0.238 0.475
O 3.183 0.304 -3.940 -0.991
H 2.544 -0.284 -4.333 0.506
H 3.508 0.258 -3.043 0.506
O -4.138 -1.381 -0.749 -0.960
H -3.219 -1.140 -0.903 0.494
H -4.655 -0.899 -1.402 0.465
O -0.418 -4.912 -2.150 -0.982
H -0.594 -5.602 -1.500 0.500
H -0.021 -5.327 -2.919 0.482
O -3.578 -3.636 1.191 -0.975
H -3.308 -2.907 1.776 0.494
H -4.521 -3.495 1.078 0.467
```

Values from the calculation:
Net charge = 0
Energy relative to the best compared isomer or geometry (same formula, charge and spin) = 109.2 kcal per mole
Largest force on an atom = 1.99 eV Å⁻¹
Multiplicity = 1
LUMO level = -0.30 eV



H41O20 | ωB97M-V/def2-TZVPD

```
61
Properties=species:S:1:pos:R:3:lowdin_spin:R:1
O 1.391 -2.598 -2.363 0.024
H -1.834 -0.845 5.917 0.001
O -1.145 0.954 3.331 0.011
H -1.050 0.601 2.427 0.007
H -0.146 1.663 3.648 0.004
O -3.260 -1.474 -3.898 0.017
H -3.940 -2.018 -3.502 0.004
H -2.791 -0.948 -3.264 0.007
O -1.116 0.299 -1.438 0.035
H -1.077 0.592 -2.352 0.010
H -4.199 0.575 2.608 0.002
O 3.830 2.710 1.192 0.069
H 1.247 1.715 0.185 0.011
H -1.802 -0.296 -1.130 0.014
O 1.026 2.518 0.731 0.048
H -0.534 -2.439 2.085 0.004
H 1.755 3.156 0.635 0.022
O -0.306 -2.440 -4.399 0.013
H -0.916 -1.255 4.843 0.002
H 0.220 -2.079 3.430 0.004
O 2.171 1.012 -1.163 0.089
H 1.619 1.209 -1.945 0.018
H 2.947 1.560 -1.351 0.062
O -5.234 2.236 1.086 0.009
H -4.755 3.062 1.058 0.002
H 4.356 3.060 0.468 0.044
O 3.767 -1.515 -1.788 0.027
H 3.015 -1.400 -1.207 0.015
H 3.498 -2.129 -2.470 0.007
O -0.157 -0.045 1.038 0.034
H 0.486 -0.460 0.444 0.020
H -1.239 -2.472 -4.174 0.004
O 0.422 1.377 -3.968 0.035
H 0.372 1.922 -4.755 0.007
H 1.343 1.015 -4.102 0.007
O -1.411 3.860 1.343 0.014
H -0.884 3.324 1.930 0.005
H -2.039 4.315 1.905 0.003
O 2.061 -3.610 0.457 0.020
H -1.771 0.657 3.970 0.003
H 2.577 -3.923 1.210 0.005
O -0.905 -0.748 5.672 0.006
H -0.501 0.541 0.337 0.009
H 1.023 -3.222 -1.740 0.006
O -4.539 -0.155 3.128 0.009
H 3.438 1.205 -4.244 0.031
H -4.457 -1.028 2.753 0.003
O 2.845 0.445 -4.310 0.049
H 3.212 -0.260 -3.758 0.010
H 2.776 -3.677 -0.193 0.006
O -0.528 -1.886 2.875 0.013
H 1.166 -2.685 -3.309 0.005
H -0.150 -1.636 -4.893 0.008
O 0.658 2.423 3.083 0.028
H 0.933 2.268 1.917 0.006
H 1.370 2.142 3.673 0.012
O -0.994 -3.075 0.142 0.020
H -0.747 -4.002 0.113 0.006
H -0.393 -2.533 -0.377 0.010
H 4.274 2.841 2.030 0.021
H -4.981 1.594 0.430 0.005
```

Values from the calculation:
Net charge = 0
⟨S²⟩ = 0.751
Energy relative to the best compared isomer or geometry (same formula, charge and spin) = 27.4 kcal per mole
Largest force on an atom = 2.70 eV Å⁻¹
Multiplicity = 2
LUMO level (alpha / beta) = -0.09 / -0.27 eV



H42NO19 | ωB97M-V/def2-TZVPD

```
62
Properties=species:S:1:pos:R:3:nbo_charge:R:1
N 3.147 0.788 -1.357 -0.891
H 3.517 0.232 -2.121 0.468
H 2.847 1.706 -1.681 0.460
H 2.394 0.312 -0.874 0.460
H 3.996 0.986 -0.829 0.458
H 0.225 -2.528 5.228 0.500
H -0.143 -1.887 3.874 0.493
O 0.540 -1.911 4.553 -0.962
H -5.723 1.855 -1.266 0.501
H -4.957 3.226 -1.157 0.475
O -4.902 2.316 -1.450 -0.968
H -2.963 -1.764 -3.876 0.483
H -2.707 -0.509 -4.694 0.483
O -2.334 -1.036 -3.975 -0.946
H 1.662 -0.259 1.212 0.500
H 1.906 -1.247 2.112 0.491
O 2.043 -1.172 1.143 -0.970
H 4.574 3.332 0.681 0.468
H 4.091 2.076 1.337 0.491
O 4.763 2.385 0.683 -0.987
H -0.737 -5.466 2.530 0.467
H -0.395 -3.975 2.637 0.486
O -0.558 -4.769 3.165 -0.958
H -2.345 -4.281 -1.490 0.461
H -3.126 -4.747 -0.354 0.470
O -3.181 -4.072 -1.045 -0.930
H 4.075 -0.558 -4.590 0.484
H 4.489 -1.692 -3.906 0.478
O 3.994 -0.887 -3.680 -0.949
H 2.639 0.245 5.285 0.461
H 1.440 -0.551 5.054 0.511
O 1.840 0.326 4.744 -0.997
H 0.006 1.187 0.162 0.492
H -0.066 -0.280 0.104 0.514
O 0.550 0.444 -0.118 -0.994
H -2.542 0.250 -2.527 0.513
H -3.025 1.696 -2.226 0.511
O -2.288 1.082 -2.079 -1.026
H 1.100 3.573 -0.456 0.472
H 0.036 2.923 -1.326 0.476
O 0.979 3.121 -1.298 -0.943
H -2.257 0.838 -0.138 0.504
H -2.285 -0.653 0.147 0.487
O -1.953 0.174 0.519 -0.992
H 2.360 1.910 2.660 0.481
H 3.261 1.056 3.307 0.507
O 3.056 1.288 2.385 -0.952
H -0.598 1.261 -3.180 0.496
H 0.122 0.156 -2.484 0.483
O 0.034 0.554 -3.359 -0.953
H 2.468 1.264 -5.140 0.469
H 1.540 1.155 -3.928 0.499
O 2.450 1.423 -4.185 -1.002
H -4.236 1.085 1.444 0.492
H -4.474 2.488 0.974 0.455
O -4.864 1.609 0.924 -0.950
H -3.388 1.756 4.228 0.480
H -4.101 0.347 4.228 0.484
O -3.534 0.944 3.731 -0.962
H 0.432 -3.757 0.239 0.472
H 0.882 -2.330 0.656 0.498
O 0.227 -3.038 0.846 -1.002
```

Values from the calculation:
Net charge = +1
Largest force on an atom = 2.50 eV Å⁻¹
Multiplicity = 1
LUMO level = -2.56 eV



H42NaO21 | ωB97M-V/def2-TZVPD

```
64
Properties=species:S:1:pos:R:3:nbo_charge:R:1
Na 0.298 -0.227 0.014 0.944
O -0.803 4.366 -2.530 -0.948
H -0.224 4.871 -3.101 0.481
H -0.851 3.502 -2.941 0.473
O -4.193 -1.267 -2.741 -0.942
H -4.761 -1.019 -2.012 0.470
H -3.363 -0.825 -2.560 0.472
O 0.937 -3.587 2.788 -0.942
H 1.559 -3.402 2.085 0.456
H 0.960 -2.807 3.341 0.477
O -0.055 2.293 3.052 -0.961
H -0.372 3.196 3.082 0.510
H 0.034 2.039 3.971 0.487
O -0.424 -2.927 -3.903 -0.945
H 0.413 -2.576 -4.208 0.482
H -0.199 -3.762 -3.493 0.470
O 1.677 3.170 -3.284 -0.962
H 1.979 4.078 -3.305 0.480
H 1.715 2.884 -4.197 0.488
O -1.313 0.578 -2.700 -0.979
H -1.989 1.034 -3.200 0.481
H -1.184 1.120 -1.921 0.497
O 2.873 1.869 0.679 -0.954
H 2.542 2.709 0.997 0.486
H 3.409 1.535 1.398 0.476
O -1.616 -2.274 2.389 -0.969
H -1.177 -3.006 1.956 0.497
H -2.548 -2.486 2.332 0.484
O 0.788 -0.213 2.340 -1.002
H 0.833 -0.593 3.217 0.496
H 0.668 0.725 2.491 0.485
O -2.092 0.468 2.698 -0.995
H -1.314 1.005 2.843 0.476
H -1.777 -0.434 2.761 0.505
O -1.042 2.199 -0.391 -1.003
H -0.963 2.954 -0.974 0.500
H -1.913 2.286 -0.004 0.513
O 1.004 -1.572 4.774 -0.968
H 0.780 -1.683 5.698 0.508
H 1.893 -1.920 4.699 0.488
O 1.766 0.915 -1.722 -0.991
H 2.547 1.034 -1.181 0.488
H 1.981 1.342 -2.551 0.500
O -3.588 1.994 0.978 -0.983
H -4.079 2.665 1.453 0.478
H -3.221 1.435 1.662 0.503
O 2.386 -1.486 0.311 -0.976
H 2.890 -1.221 1.080 0.505
H 2.369 -2.443 0.353 0.471
O 4.800 -0.940 -1.998 -0.938
H 4.852 0.016 -1.999 0.463
H 3.915 -1.131 -1.687 0.476
O -4.682 -1.631 0.824 -0.936
H -4.985 -2.271 0.180 0.472
H -3.750 -1.523 0.636 0.465
O 3.461 -1.174 2.933 -0.963
H 4.298 -1.545 3.214 0.493
H 3.285 -0.475 3.563 0.483
O -0.115 0.787 -5.146 -0.977
H -0.397 0.729 -4.233 0.482
H -0.671 0.160 -5.609 0.474
O -1.002 -2.217 -0.826 -0.986
H -0.848 -2.265 -1.769 0.506
H -1.403 -3.057 -0.605 0.483
```

Values from the calculation:
Net charge = +1
Largest force on an atom = 1.17 eV Å⁻¹
Multiplicity = 1
LUMO level = -3.01 eV



H42O21 | ωB97M-V/def2-TZVPD

```
63
Properties=species:S:1:pos:R:3:nbo_charge:R:1
O -3.983 -1.866 1.462 -0.988
H -4.004 -1.081 1.944 0.473
H -3.244 -2.332 2.172 0.504
O 1.392 -0.787 -0.099 -0.929
H 1.394 -0.996 0.860 0.499
H 2.318 -0.740 -0.323 0.501
O 0.001 3.772 1.328 -1.013
H -0.480 2.889 1.599 0.492
H 0.846 3.607 0.686 0.513
O -0.905 1.971 4.369 -0.959
H -0.256 1.721 4.960 0.470
H -0.681 2.768 3.901 0.490
O 2.370 3.475 -1.362 -0.971
H 2.561 2.947 -2.164 0.478
H 1.600 4.013 -1.623 0.504
O 1.290 1.387 -2.879 -0.959
H 1.339 1.159 -1.975 0.484
H 2.096 0.874 -3.256 0.494
O -2.816 2.191 -4.030 -0.955
H -2.660 1.213 -4.159 0.487
H -3.416 2.143 -3.300 0.468
O 3.117 -0.457 3.140 -0.948
H 3.607 -1.068 3.498 0.466
H 3.426 -0.023 2.292 0.483
O -2.243 -0.636 2.916 -0.977
H -2.533 -0.631 3.856 0.500
H -2.238 0.232 2.579 0.503
O 0.310 -1.958 2.788 -0.987
H -0.522 -1.379 2.476 0.508
H 0.662 -1.490 3.489 0.465
O -1.463 -4.454 1.476 -0.937
H -2.394 -4.638 1.673 0.478
H -1.623 -3.685 0.735 0.490
O -1.738 -3.174 3.851 -0.999
H -1.347 -3.771 3.109 0.510
H -1.096 -2.892 4.410 0.465
O 0.966 1.643 0.010 -1.070
H 1.119 0.654 0.398 0.491
H 1.580 1.910 -0.717 0.486
O -0.748 0.096 -4.071 -0.985
H -0.118 0.570 -3.546 0.504
H -0.660 -0.868 -3.933 0.483
O 3.030 -2.658 -0.022 -0.943
H 2.768 -3.516 -0.095 0.480
H 3.912 -2.684 0.351 0.470
O -4.290 -0.444 -0.866 -0.952
H -5.022 -0.929 -0.488 0.467
H -3.678 -0.640 -0.157 0.481
O 3.655 1.239 -0.869 -0.945
H 4.563 1.083 -1.067 0.482
H 3.565 1.502 -0.030 0.470
O 3.352 -1.197 -2.691 -0.973
H 2.814 -1.603 -3.381 0.479
H 3.647 -1.915 -2.090 0.491
O 0.257 3.662 -2.816 -0.996
H -0.576 3.138 -3.078 0.522
H 1.040 3.566 -3.440 0.485
O -1.739 1.279 0.456 -0.988
H -0.879 0.762 0.162 0.484
H -1.456 1.952 -0.346 0.499
O -1.781 -1.892 -2.845 -1.011
H -1.833 -0.969 -3.247 0.489
H -2.175 -2.044 -1.982 0.495
```

Values from the calculation:
Net charge = 0
Energy relative to the best compared isomer or geometry (same formula, charge and spin) = 255.2 kcal per mole
Largest force on an atom = 9.00 eV Å⁻¹
Multiplicity = 1
LUMO level = -0.62 eV